Entry 1:
Density functional theory data (wB97M-V/def2-TZVPD) for 6 unconnected molecules or ions with the total composition C22H36N5O15 in a non-equilibrium geometry.

Cartesian coordinates (Å):
N 5.23014 -1.12350 1.54196
C 4.90151 -0.56420 0.20347
C 3.35380 -0.42574 0.06938
C 2.83387 1.04317 0.16047
C 1.71250 1.26640 1.17917
C 0.32948 0.78043 0.68108
N 0.41008 -0.32464 -0.27850
C 0.01938 -1.53690 0.01878
N -0.46570 -1.97378 1.19990
C -0.72617 -3.24434 1.01312
N -0.43658 -3.62241 -0.20247
N 0.05786 -2.55373 -0.85548
H 4.68821 -1.98002 1.63530
H 4.76196 -0.48657 2.18982
H 5.22764 -1.30261 -0.53950
H 5.41492 0.38198 0.02350
H 2.85214 -1.05869 0.81858
H 3.01817 -0.82158 -0.90765
H 3.69236 1.63861 0.50327
H 2.58114 1.46571 -0.82937
H 1.60844 2.34494 1.35634
H 1.90672 0.79318 2.15020
H -0.23488 1.58029 0.18484
H -0.26909 0.52876 1.55936
H 0.77279 -0.17425 -1.21313
H -1.13088 -3.84680 1.81363
H -0.58259 -4.56845 -0.52466
H 0.33921 -2.57109 -1.82478
C 4.94038 5.08788 1.94004
C 6.25630 4.93521 2.66179
O 6.63308 3.59462 2.33853
C 6.00864 3.25686 1.18541
O 6.23911 2.27092 0.55915
O 5.08542 4.18881 0.83728
H 4.76465 6.10310 1.59198
H 4.09009 4.76823 2.54643
H 7.02212 5.61686 2.28708
H 6.16472 5.06379 3.73776
C 4.30058 -2.70651 5.66723
C 3.99029 -2.20675 4.27842
O 3.04792 -1.16116 4.52070
C 3.24354 -0.71948 5.79562
O 2.73819 0.25155 6.25148
O 4.09238 -1.53993 6.46710
H 5.32090 -3.06929 5.76674
H 3.61299 -3.48878 5.99652
H 4.86387 -1.78682 3.78257
H 3.55699 -2.97860 3.64341
C -1.78022 3.08129 -2.90675
C -1.96960 1.73884 -3.56231
O -0.61621 1.33750 -3.84455
C 0.19137 1.99662 -2.98409
O 1.35534 1.76851 -2.83925
O -0.48777 2.95011 -2.30122
H -2.54206 3.29443 -2.16027
H -1.74958 3.90291 -3.62481
H -2.42727 1.01038 -2.89750
H -2.55389 1.79742 -4.47474
C -7.07439 0.60627 -4.14682
C -6.04891 1.22992 -5.05565
O -4.91396 1.37918 -4.19071
C -5.04754 0.46288 -3.19040
O -4.19443 0.20060 -2.39417
O -6.26369 -0.11207 -3.21242
H -7.74956 -0.06655 -4.66938
H -7.66305 1.34772 -3.60432
H -5.77303 0.58103 -5.88864
H -6.36623 2.19304 -5.44797
C -6.44389 -3.72037 -0.92493
C -7.68562 -4.02358 -0.12175
O -8.65818 -3.16984 -0.72119
C -8.24829 -2.89879 -1.98657
O -8.91008 -2.35221 -2.80658
O -6.97614 -3.33632 -2.19096
H -5.78720 -4.58250 -1.02665
H -5.87273 -2.88377 -0.51443
H -8.01125 -5.06035 -0.22891
H -7.57055 -3.79703 0.93604

Calculated values
- lowest unoccupied orbital energy (eV) = -2.74
- F_max (eV/Å) = 2.356
- total energy (Eh) = -2262.085617
- charge = +1
- spin multiplicity = 1
- HOMO-LUMO gap (eV) = 8.49
- HOMO level (eV) = -11.23

Entry 2:
Density functional theory data (wB97M-V/def2-TZVPD) for 2 unconnected molecules or ions with the total composition C5H13NO in a non-equilibrium geometry.

Cartesian coordinates (Å):
C -0.00947 0.29948 -2.69276
C -1.14547 -0.24164 -1.81561
C -0.80670 -0.21054 -0.35650
C -0.68219 -1.31412 0.37980
N -0.37228 -1.45033 1.73071
C 0.01660 -0.26149 2.48033
H 0.74813 -0.46085 -2.88999
H -0.37897 0.66393 -3.64852
H 0.49545 1.12642 -2.19343
H -1.48486 -1.22380 -2.16262
H -1.99399 0.37454 -2.00814
H -0.71774 0.80551 0.00512
H -0.85892 -2.21858 -0.18332
H 0.28244 -2.19008 1.88020
H -0.67189 -0.11726 3.32081
H 0.03278 0.66651 1.91608
H 0.99567 -0.39538 2.93765
H 2.15056 2.50201 0.47009
H 1.91358 1.85496 1.80058
O 2.48728 1.79072 1.02953

Calculated values
- lowest unoccupied orbital energy (eV) = 0.78
- SMILES = CC/C=C/NC.O
- F_max (eV/Å) = 1.089
- relative energy (zero: lowest compared OMol25 entry of this formula, charge and spin) (kJ/mol) = 153.2
- total energy (Eh) = -328.260511
- spin multiplicity = 1
- HOMO-LUMO gap (eV) = 8.68
- HOMO level (eV) = -7.90

Entry 3:
Density functional theory data (wB97M-V/def2-TZVPD) for 7 unconnected molecules or ions with the total composition C26H55B2O16 in a non-equilibrium geometry.

Cartesian coordinates (Å):
O 2.11116 3.52302 8.69410
B 2.24108 3.95265 7.35020
O 3.59626 3.91179 6.87239
B 0.98647 4.37431 6.26120
O -0.40745 4.39512 6.81464
C -0.88691 3.06022 6.87008
C 0.13334 2.19688 6.05781
O 0.92159 3.14533 5.36202
H 2.56778 2.63066 8.76538
H 3.62940 3.12990 6.25441
H 1.26570 5.33338 5.55724
H -0.91355 2.76702 7.95612
H -1.91633 2.93117 6.46291
H -0.30210 1.50500 5.29989
H 0.69030 1.54067 6.77615
O 0.43556 4.18283 -1.22946
C 1.06747 3.94551 -0.21932
O 0.46998 4.12689 0.96196
C 1.04923 3.75814 2.23897
C 1.97958 4.83203 2.74847
C 2.51235 3.51263 -0.28585
H 1.52868 2.78096 2.17758
H 0.20795 3.65277 2.91900
H 2.82697 4.98937 2.07506
H 2.35970 4.56856 3.73282
H 1.44566 5.77932 2.82788
H 3.14078 4.38937 -0.43361
H 2.61821 2.84529 -1.14071
H 2.86223 2.98018 0.59273
O 1.86562 0.83422 -2.96562
C 0.69829 0.85008 -3.27874
O -0.20497 0.30282 -2.44566
C -1.62159 0.40913 -2.64186
C -2.14733 -0.63383 -3.60550
C 0.25410 1.41007 -4.61047
H -1.88622 1.42528 -2.93734
H -2.05035 0.24768 -1.65448
H -1.71850 -0.51163 -4.60248
H -3.23224 -0.56083 -3.68253
H -1.89358 -1.63229 -3.25436
H 0.42616 0.65661 -5.37875
H 0.86696 2.28205 -4.82742
H -0.78623 1.72073 -4.64267
O -3.86850 -2.92268 -2.24451
C -4.77668 -3.16409 -3.00183
O -5.70570 -2.20376 -3.21650
C -6.74052 -2.32000 -4.20038
C -7.92701 -3.11003 -3.69392
C -4.92973 -4.51558 -3.65880
H -6.34121 -2.73143 -5.12922
H -7.03565 -1.29220 -4.41070
H -7.65320 -4.13718 -3.46100
H -8.71487 -3.13652 -4.44694
H -8.32169 -2.65487 -2.78402
H -5.39157 -5.19658 -2.94507
H -3.93569 -4.88664 -3.89967
H -5.52168 -4.51842 -4.56893
O -7.61303 -6.09235 -5.18550
C -8.51451 -6.30581 -5.95984
O -9.42103 -5.32861 -6.17914
C -10.45456 -5.42101 -7.16696
C -11.66727 -6.16809 -6.65272
C -8.68106 -7.64981 -6.62863
H -10.06359 -5.84769 -8.09173
H -10.72028 -4.38727 -7.38408
H -11.42919 -7.20250 -6.40376
H -12.45757 -6.16997 -7.40403
H -12.04553 -5.69096 -5.74851
H -9.16570 -8.32685 -5.92592
H -7.69130 -8.03809 -6.85738
H -9.25417 -7.62836 -7.55164
O 5.50981 3.20571 0.72394
C 5.82560 2.14207 0.25080
O 6.38541 1.21062 1.05686
C 6.62271 -0.13616 0.63844
C 7.92900 -0.27634 -0.11848
C 5.65291 1.84987 -1.22352
H 5.77255 -0.51766 0.07161
H 6.66287 -0.70674 1.56490
H 7.92551 0.30335 -1.04181
H 8.11077 -1.32203 -0.37147
H 8.75730 0.08519 0.49188
H 6.48809 2.29635 -1.76334
H 4.73198 2.31980 -1.55808
H 5.59238 0.79470 -1.47374
O 4.99307 0.93602 4.93131
C 6.14620 1.14874 5.20323
O 7.08485 0.26016 4.76965
C 8.48777 0.48019 4.91523
C 8.99385 0.06456 6.28221
C 6.57009 2.31034 6.06695
H 8.74169 1.51382 4.67620
H 8.94775 -0.14365 4.14830
H 8.53651 0.65509 7.07562
H 10.07641 0.18899 6.34201
H 8.75057 -0.98198 6.46895
H 6.39723 2.04456 7.10941
H 5.95031 3.17282 5.83088
H 7.60801 2.60781 5.94131

Calculated values
- lowest unoccupied orbital energy (eV) = 1.21
- F_max (eV/Å) = 2.000
- total energy (Eh) = -2277.380246
- charge = -1
- spin multiplicity = 1
- HOMO-LUMO gap (eV) = 4.55
- HOMO level (eV) = -3.34

Entry 4:
Density functional theory data (wB97M-V/def2-TZVPD) for a single C8H9NS molecule in a non-equilibrium geometry.

Cartesian coordinates (Å):
C -1.93696 -1.08357 0.59334
C -2.37680 0.21400 0.71561
C -0.67643 -1.29878 0.08988
C -1.53837 1.27529 0.36920
C 0.12092 -0.36016 -0.49261
C -0.25503 0.97259 -0.18858
C 1.59147 -0.75772 -0.94367
C 2.23816 -0.79012 0.30356
N 0.50826 2.05387 -0.42142
S 3.60312 0.09078 0.56019
H -2.42618 -2.04533 0.73436
H -3.41080 0.29294 1.02360
H -0.38005 -2.42153 -0.09722
H -1.95324 2.33246 0.50122
H 1.51419 -1.78150 -1.37231
H 2.06490 -0.12589 -1.75210
H 1.89785 -1.44104 1.02180
H -0.03814 2.78772 0.03889
H 1.45312 2.08599 -0.68374

Calculated values
- lowest unoccupied orbital energy (eV) = -0.22
- SMILES = Nc1ccccc1CC=S
- F_max (eV/Å) = 4.832
- relative energy (zero: lowest compared OMol25 entry of this formula, charge and spin) (kJ/mol) = 21.7
- total energy (Eh) = -763.115570
- spin multiplicity = 1
- HOMO-LUMO gap (eV) = 7.70
- HOMO level (eV) = -7.92

Entry 5:
Density functional theory data (wB97M-V/def2-TZVPD) for 2 unconnected molecules or ions with the total composition C5H12N2O in a non-equilibrium geometry.

Cartesian coordinates (Å):
C 0.83857 -1.58781 1.26954
C -0.52063 -0.87271 1.02106
C -0.28775 0.39805 0.26652
C -0.32098 1.61785 0.75642
N -0.12647 2.82800 -0.01368
C 0.55247 2.76919 -1.07700
N 1.64144 -1.63409 0.05589
H 0.63567 -2.60608 1.59651
H 1.29494 -1.07406 2.11145
H -1.22207 -1.51987 0.52960
H -1.00098 -0.72870 1.99435
H -0.12689 0.20388 -0.78127
H -0.40652 1.93586 1.78880
H 1.07940 1.88131 -1.43942
H 0.66173 3.67052 -1.67841
H 2.61310 -1.39664 0.20380
H 1.65199 -2.55062 -0.36891
H -2.41906 -1.57746 -2.24436
H -1.85976 -2.94075 -1.99114
O -1.68773 -2.01515 -1.79494

Calculated values
- lowest unoccupied orbital energy (eV) = 0.65
- SMILES = C=N/C=C/CCN.O
- F_max (eV/Å) = 2.053
- relative energy (zero: lowest compared OMol25 entry of this formula, charge and spin) (kJ/mol) = 280.7
- total energy (Eh) = -382.395598
- spin multiplicity = 1
- HOMO-LUMO gap (eV) = 9.32
- HOMO level (eV) = -8.67

Entry 6:
Density functional theory data (wB97M-V/def2-TZVPD) for a single C9H12N4O molecule in a non-equilibrium geometry.

Cartesian coordinates (Å):
C -0.80512 -1.30824 -1.36862
C 0.76806 -2.91231 -0.67240
C -0.37662 -2.69568 -1.44662
C 0.76731 -0.91260 0.29998
C 0.53528 0.28173 2.38481
C -0.99146 -3.64889 -2.34374
C 0.85439 3.33014 1.74717
C -0.92106 2.56714 -0.03922
C 0.36577 2.28796 0.73450
N 1.36422 -2.11755 0.19239
N 1.28040 -0.05774 1.23468
N -0.22866 -0.47190 -0.51681
N 0.31471 1.05455 1.34974
O 0.34479 -0.06520 3.51570
H -1.43656 -0.86991 -2.08896
H 1.33580 -3.87591 -0.65737
H -0.58473 -4.62809 -2.44058
H -0.93991 -3.23689 -3.29157
H -2.05015 -3.66563 -2.17022
H 1.00266 3.02632 2.80008
H 1.79469 3.77116 1.40268
H 0.10365 4.09761 1.70261
H -1.14988 1.68749 -0.56490
H -0.91792 3.51681 -0.65686
H -1.61116 2.64098 0.78719
H 1.18148 2.20465 0.10635

Calculated values
- lowest unoccupied orbital energy (eV) = 0.58
- SMILES = Cc1cnc(N2C(=O)N2C(C)C)nc1
- F_max (eV/Å) = 3.732
- relative energy (zero: lowest compared OMol25 entry of this formula, charge and spin) (kJ/mol) = 329.1
- total energy (Eh) = -644.285836
- spin multiplicity = 1
- HOMO-LUMO gap (eV) = 9.67
- HOMO level (eV) = -9.09

Entry 7:
Density functional theory data (wB97M-V/def2-TZVPD) for 2 unconnected molecules or ions with the total composition C4H5NOS in a non-equilibrium geometry.

Cartesian coordinates (Å):
C 0.01023 0.13708 0.12215
C -2.19394 0.37116 -1.00227
C 1.72839 -1.12660 -1.12344
C -0.06453 0.63208 1.47703
N 0.89523 -0.48261 -0.35256
O -2.51988 1.19557 -0.21478
S -2.08295 -0.54328 -2.23103
H 2.39317 -0.38409 -1.44370
H 2.13803 -2.12024 -0.85425
H 0.72787 1.35808 1.73781
H 0.05923 -0.08867 2.29434
H -1.09087 1.05154 1.59070

Calculated values
- lowest unoccupied orbital energy (eV) = 0.39
- F_max (eV/Å) = 3.966
- relative energy (zero: lowest compared OMol25 entry of this formula, charge and spin) (kJ/mol) = 296.4
- total energy (Eh) = -683.495015
- spin multiplicity = 1
- HOMO-LUMO gap (eV) = 8.47
- HOMO level (eV) = -8.08

Entry 8:
Density functional theory data (wB97M-V/def2-TZVPD) for a molecular structure, C4H3NO4Yb in a non-equilibrium geometry.

Cartesian coordinates (Å):
Yb 0.14323 -0.15766 -0.05677
O -0.67169 -3.82504 -1.13093
C -0.37571 -2.76333 -0.81908
C 0.62540 1.48722 -1.33250
O 0.73784 2.31300 -2.14190
C 0.77705 0.50387 1.87342
O 0.98000 0.73769 2.99312
C 2.32337 -0.37477 -0.22692
O 3.45654 -0.63649 -0.36141
N -1.75541 0.62078 0.27137
H -2.14999 0.05329 1.02401
H -2.25407 0.43085 -0.59951
H -1.83656 1.61059 0.50710

Calculated values
- lowest unoccupied orbital energy (alpha / beta) (eV) = -16.11 / -16.21
- F_max (eV/Å) = 11.306
- relative energy (zero: lowest compared OMol25 entry of this formula, charge and spin) (kJ/mol) = 195.3
- <S²> = 0.75
- total energy (Eh) = -1667.280095
- charge = +3
- spin multiplicity = 2
- HOMO-LUMO gap (alpha / beta) (eV) = 11.03 / 10.87
- HOMO level (alpha / beta) (eV) = -27.14 / -27.07